Entry from the OMol25 dataset: a molecular structure, C26H37N4Sn (ωB97M-V/def2-TZVPD).

Highest occupied orbital energy: -11.05 eV
E_tot: -39350.8422 eV
HOMO-LUMO gap: 8.0 eV

Geometry as ORCA input:
```
! wB97M-V def2-TZVPD RIJCOSX def2/J DEFGRID3
* xyz 1 1
H -5.14113 0.00498 -3.23229
H 2.10995 3.21104 -0.67100
C 0.86434 -0.33487 1.85846
C 0.86095 -0.89455 3.13526
C -2.31686 -1.42420 -0.37063
H 4.62825 2.63129 -0.77834
C 0.97084 -1.67072 -2.51002
C -5.28432 -0.12141 -2.15881
H 0.82715 -2.08715 -4.64551
H 4.99817 2.05636 1.52786
H -6.02047 -0.90620 -2.00576
Sn -0.31801 1.36171 -0.26330
C -1.49616 -2.35469 0.45175
H -0.68606 -2.25182 -3.77689
N -0.26346 0.46951 1.69751
C 3.88384 1.97258 -0.32606
H -5.68685 0.80691 -1.75247
H -4.20317 0.75147 3.90956
H -3.50528 -0.58848 2.98829
C 2.74685 2.88009 0.15189
C -2.22645 1.17317 3.14221
H 2.14282 -3.47052 -2.82420
C 3.07743 -0.77843 -3.55897
H -1.50528 1.80595 5.10302
H -3.72720 2.34713 2.14290
H 2.63863 -1.08551 0.85980
H 2.90959 -1.45872 -4.38429
C -4.00826 -0.49208 -1.48772
H -0.62240 -0.65535 4.75887
C 1.38931 -3.09377 -2.12987
H -0.63910 -2.72973 -0.10807
H -1.13371 -1.87296 1.35529
H 4.88145 0.00921 -4.39895
H 5.26636 1.57661 -2.53923
H -2.94880 -0.25448 4.63145
C 3.53470 0.98990 -1.43640
H -3.01005 1.11449 1.10988
N 1.51153 0.17790 -0.33269
C -3.65807 -1.59446 -0.73438
C 4.57237 1.30035 0.86586
C -1.91038 2.24892 4.19322
H 2.13020 2.39666 0.91597
C 1.74642 -0.46911 0.77611
H -2.82171 2.79081 4.45363
H -2.10078 -3.20998 0.74620
H 3.16211 3.77429 0.61868
H 1.82088 -3.13305 -1.12666
H -2.78519 1.12693 -2.07318
H 3.86841 0.71814 1.46378
H 0.27661 -1.31694 -1.74729
C -0.95785 0.40796 2.85264
C 0.22621 -1.65613 -3.84327
C 4.40311 0.92228 -2.52063
H -4.29490 -2.42725 -0.48762
H 1.60861 -1.55981 3.53882
H -0.04667 -0.64173 -4.14039
C 2.17139 -0.74716 -2.50237
C -0.29006 -0.43092 3.75834
H 5.37824 0.63966 0.54515
C 4.18681 0.04427 -3.57015
C -2.79090 1.84594 1.89312
C 2.42764 0.12688 -1.44269
N -2.91395 0.27965 -1.54300
N -1.86171 -0.26737 -0.87913
H -2.12234 2.61865 1.50363
H 0.53805 -3.77766 -2.16284
C -3.28004 0.20761 3.70175
H -1.18164 2.96789 3.81416
*
```